# 1
ORCA calculation (ωB97M-V/def2-TZVPD) on a 2-piece molecular cluster, C2H6OS2 overall.

Summary:
Orbital gap: 0.3761 Ha
Charge: 0
LUMO level: 0.0141 Eh
SMILES string: CC=O.SS
Relative energy (zero: lowest compared OMol25 entry of this formula, charge and spin): 0.078 eV

CARTESIAN COORDINATES (ANGSTROEM)
C: -2.419 0.300 -0.857
C: -1.106 0.930 -1.173
O: -0.846 1.469 -2.220
H: -3.093 0.367 -1.706
H: -2.285 -0.742 -0.559
H: -2.823 0.814 0.021
H: -0.339 0.925 -0.385
S: 2.513 -0.181 1.675
S: 4.286 -1.046 2.062
H: 2.241 -0.677 0.450
H: 3.871 -2.160 2.692

Löwdin population analysis, charges in e, atoms 1 to 2: -0.06 -0.33

***

# 2
ORCA calculation (ωB97M-V/def2-TZVPD) on a 2-piece molecular cluster, C2H6OS2 overall in a non-equilibrium geometry.

Summary:
Orbital gap: 0.3157 Ha
Charge: 0
LUMO level: -0.0165 Eh
SMILES string: CC=S.OS
Relative energy (zero: lowest compared OMol25 entry of this formula, charge and spin): 1.545 eV

CARTESIAN COORDINATES (ANGSTROEM)
C: 0.228 1.360 0.205
C: 1.557 0.861 0.577
S: 2.177 -0.550 0.148
H: -0.066 1.257 -0.846
H: -0.601 0.916 0.953
H: 0.143 2.459 0.361
H: 1.950 1.492 1.323
O: -1.162 -2.860 -0.859
S: -2.073 -1.743 -0.039
H: -0.291 -2.489 -0.895
H: -1.861 -0.703 -0.928

Löwdin population analysis, charges in e, atoms 1 to 2: -0.22 -0.75

***

# 3
ORCA calculation (ωB97M-V/def2-TZVPD) on a 2-piece molecular cluster, C2H6OS2 overall in a non-equilibrium geometry.

Summary:
Orbital gap: 0.3107 Ha
Charge: 0
LUMO level: 0.0015 Eh
SMILES string: CC(=S)S.O
Relative energy (zero: lowest compared OMol25 entry of this formula, charge and spin): 0.618 eV

CARTESIAN COORDINATES (ANGSTROEM)
C: 0.751 -0.065 -1.182
C: -0.633 -0.066 -0.576
S: -1.584 -1.455 -0.571
S: -1.214 1.533 -0.158
H: 0.874 0.529 -2.096
H: 1.374 0.265 -0.424
H: 0.880 -1.151 -1.406
H: -2.283 0.828 0.407
O: 0.373 -0.152 1.759
H: 0.379 -0.713 2.526
H: 1.082 0.445 1.720

Löwdin population analysis, charges in e, atoms 1 to 2: -0.20 -1.24

***

# 4
ORCA calculation (ωB97M-V/def2-TZVPD) on a 2-piece molecular cluster, C2H6P2S4 overall in a non-equilibrium geometry.

Summary:
Orbital gap: 0.2686 Ha
Charge: 0
LUMO level: -0.0514 Eh
SMILES string: CSP=S.CSP=S
Relative energy (zero: lowest compared OMol25 entry of this formula, charge and spin): 0.621 eV

CARTESIAN COORDINATES (ANGSTROEM)
C: 1.501 -2.604 -0.675
S: 0.958 -1.426 0.610
P: 2.679 -0.156 0.649
S: 2.261 1.249 1.902
H: 0.672 -2.858 -1.322
H: 1.666 -3.660 -0.169
H: 2.294 -2.275 -1.347
C: -1.321 2.827 -0.271
S: -1.720 1.114 -0.787
P: -2.159 0.085 1.111
S: -3.278 -1.439 0.749
H: -0.863 2.734 0.691
H: -2.194 3.356 -0.297
H: -0.497 3.054 -0.843

Löwdin population analysis, charges in e, atoms 1 to 2: -0.51 0.33

***

# 5
ORCA calculation (ωB97M-V/def2-TZVPD) on one molecule with the formula C2H6S in a non-equilibrium geometry.

Summary:
Orbital gap: 0.3725 Ha
Charge: 0
LUMO level: 0.0395 Eh
SMILES string: CCS
Relative energy (zero: lowest compared OMol25 entry of this formula, charge and spin): 0.026 eV

CARTESIAN COORDINATES (ANGSTROEM)
C: 0.916 -0.204 -0.326
C: -0.550 0.118 -0.326
S: -1.144 0.981 1.187
H: 1.205 -0.583 -1.276
H: 1.079 -0.956 0.452
H: 1.510 0.653 -0.159
H: -1.164 -0.756 -0.448
H: -0.782 0.823 -1.094
H: -1.071 -0.076 1.990

Löwdin population analysis, charges in e, atoms 1 to 2: -0.18 -0.62

***

# 6
ORCA calculation (ωB97M-V/def2-TZVPD) on a 2-piece molecular cluster, C2H6S overall in a non-equilibrium geometry.

Summary:
Orbital gap: 0.3890 Ha
Charge: 0
LUMO level: 0.0287 Eh
SMILES string: C=C.S
Relative energy (zero: lowest compared OMol25 entry of this formula, charge and spin): 1.731 eV

CARTESIAN COORDINATES (ANGSTROEM)
C: -1.311 -0.895 1.342
C: -0.620 -1.804 0.742
H: -0.865 0.178 1.409
H: -2.291 -1.108 1.850
H: 0.313 -1.625 0.345
H: -0.627 -2.841 0.629
S: 1.543 2.145 -2.159
H: 1.730 2.847 -1.090
H: 2.129 3.102 -3.068

Löwdin population analysis, charges in e, atoms 1 to 2: -0.09 -0.10

***

# 7
ORCA calculation (ωB97M-V/def2-TZVPD) on a 2-piece molecular cluster, C2H6S overall in a non-equilibrium geometry.

Summary:
Orbital gap: 0.3967 Ha
Charge: 0
LUMO level: 0.0337 Eh
SMILES string: C=C.S
Relative energy (zero: lowest compared OMol25 entry of this formula, charge and spin): 1.156 eV

CARTESIAN COORDINATES (ANGSTROEM)
C: 0.641 2.171 -1.174
C: 0.609 1.835 0.115
H: 0.953 3.185 -1.389
H: 0.246 1.491 -1.914
H: 0.820 2.577 0.872
H: 0.422 0.801 0.376
S: -0.651 -1.764 0.477
H: 0.570 -1.401 0.831
H: -0.009 -2.804 -0.131

Löwdin population analysis, charges in e, atoms 1 to 2: -0.07 -0.08

***

# 8
ORCA calculation (ωB97M-V/def2-TZVPD) on C2H6S as an isolated structure in a non-equilibrium geometry.

Summary:
Orbital gap: 0.3013 Ha
Charge: 0
LUMO level: -0.0074 Eh
Relative energy (zero: lowest compared OMol25 entry of this formula, charge and spin): 3.497 eV

CARTESIAN COORDINATES (ANGSTROEM)
C: 1.483 0.908 0.105
S: 0.429 0.360 1.254
C: -1.077 -0.721 -0.191
H: 1.074 1.861 -0.276
H: 2.491 0.555 0.043
H: -0.549 0.361 -0.153
H: -1.841 -0.716 -1.003
H: -0.433 -1.536 -0.483
H: -1.578 -1.071 0.704

Löwdin population analysis, charges in e, atoms 1 to 2: -0.49 0.71

***

# 9
ORCA calculation (ωB97M-V/def2-TZVPD) on a 2-piece molecular cluster, C2H6S overall in a non-equilibrium geometry.

Summary:
Orbital gap: 0.3943 Ha
Charge: 0
LUMO level: 0.0334 Eh
SMILES string: C=C.S
Relative energy (zero: lowest compared OMol25 entry of this formula, charge and spin): 1.313 eV

CARTESIAN COORDINATES (ANGSTROEM)
C: -2.577 -0.546 1.081
C: -1.609 -0.938 0.248
H: -2.606 -0.850 2.123
H: -3.287 0.202 0.744
H: -0.648 -1.322 0.529
H: -1.840 -0.576 -0.742
S: 3.871 1.632 -1.712
H: 4.232 0.345 -1.681
H: 4.464 2.052 -0.590

Löwdin population analysis, charges in e, atoms 1 to 2: -0.09 -0.08

***

# 10
ORCA calculation (ωB97M-V/def2-TZVPD) on one molecule with the formula C2H6S2 in a non-equilibrium geometry.

Summary:
Orbital gap: 0.3448 Ha
Charge: 0
LUMO level: 0.0342 Eh
SMILES string: CSSC
Relative energy (zero: lowest compared OMol25 entry of this formula, charge and spin): 0.296 eV

CARTESIAN COORDINATES (ANGSTROEM)
C: -0.674 1.780 0.394
S: -0.647 0.325 1.487
S: -0.716 -1.429 0.448
C: 0.772 -1.688 -0.558
H: -1.653 2.045 0.009
H: -0.457 2.650 1.049
H: 0.073 1.699 -0.384
H: 1.606 -2.049 0.050
H: 0.553 -2.464 -1.315
H: 1.141 -0.868 -1.180

Löwdin population analysis, charges in e, atoms 1 to 2: -0.47 0.39

***

# 11
ORCA calculation (ωB97M-V/def2-TZVPD) on a 2-piece molecular cluster, C2H6S2 overall in a non-equilibrium geometry.

Summary:
Orbital gap: 0.3241 Ha
Charge: 0
LUMO level: 0.0001 Eh
SMILES string: C=C.SS
Relative energy (zero: lowest compared OMol25 entry of this formula, charge and spin): 2.648 eV

CARTESIAN COORDINATES (ANGSTROEM)
C: -2.026 0.664 -1.030
C: -1.438 -0.544 -1.140
H: -1.417 1.504 -0.468
H: -3.059 0.886 -1.334
H: -0.393 -0.583 -1.453
H: -1.990 -1.419 -0.897
S: 2.231 0.647 2.125
S: 3.282 -0.949 1.144
H: 2.317 1.513 1.149
H: 2.493 -1.718 1.905

Löwdin population analysis, charges in e, atoms 1 to 2: -0.10 -0.09

***

# 12
ORCA calculation (ωB97M-V/def2-TZVPD) on a 2-piece molecular cluster, C2H6S3 overall in a non-equilibrium geometry.

Summary:
Orbital gap: 0.3122 Ha
Charge: 0
LUMO level: -0.0103 Eh
Relative energy (zero: lowest compared OMol25 entry of this formula, charge and spin): 2.920 eV

CARTESIAN COORDINATES (ANGSTROEM)
C: -1.398 -1.117 -0.304
C: 0.760 0.357 0.004
S: 2.438 0.410 0.429
S: 0.017 2.018 -0.405
S: 0.259 -1.013 -0.935
H: -1.150 -1.390 0.797
H: -2.154 -1.732 -0.788
H: -1.730 -0.075 -0.295
H: 0.026 -0.361 1.441
H: 3.028 0.366 -0.789
H: -0.095 2.537 0.846

Löwdin population analysis, charges in e, atoms 1 to 2: -0.45 -1.49

***

# 13
ORCA calculation (ωB97M-V/def2-TZVPD) on a 2-piece molecular cluster, C2H6SSi overall in a non-equilibrium geometry.

Summary:
Orbital gap (alpha / beta): 0.2455 / 0.2842 Ha
Charge: 0
LUMO level (alpha / beta): -0.0274 / -0.0060 Eh
Relative energy (zero: lowest compared OMol25 entry of this formula, charge and spin): 5.684 eV

CARTESIAN COORDINATES (ANGSTROEM)
C: -0.780 0.263 -1.450
C: -1.435 0.234 -2.864
Si: 1.533 -0.011 3.415
S: -0.479 -0.706 -0.272
H: -2.424 0.088 -2.720
H: -0.911 -0.529 -3.525
H: -1.240 1.195 -3.329
H: 2.388 1.057 3.290
H: 1.659 -1.139 2.619
H: 1.688 -0.453 4.836

Löwdin population analysis, charges in e, atoms 1 to 2: -0.66 -0.16

***

# 14
ORCA calculation (ωB97M-V/def2-TZVPD) on one molecule with the formula C2H6Si2 in a non-equilibrium geometry.

Summary:
Orbital gap (alpha / beta): 0.3649 / 0.2736 Ha
Spin multiplicity: 3
Charge: 0
LUMO level (alpha / beta): 0.0362 / -0.0767 Eh
<S²>: 2.010
Relative energy (zero: lowest compared OMol25 entry of this formula, charge and spin): 0.000 eV

CARTESIAN COORDINATES (ANGSTROEM)
C: 0.192 1.475 0.054
C: -0.143 -1.393 0.152
Si: -1.292 0.162 -0.185
Si: 1.273 -0.105 -0.181
H: 0.138 1.674 1.092
H: -0.046 -2.025 1.041
H: -2.517 0.604 0.595
H: -1.605 0.245 -1.683
H: 1.636 -0.175 -1.576
H: 2.364 -0.462 0.691

Löwdin population analysis, charges in e, atoms 1 to 2: -0.29 -0.30

***

# 15
ORCA calculation (ωB97M-V/def2-TZVPD) on one molecule with the formula C2H7Br2NSi in a non-equilibrium geometry.

Summary:
Orbital gap: 0.3468 Ha
Charge: 0
LUMO level: 0.0065 Eh
SMILES string: CN(C)[SiH](Br)Br
Relative energy (zero: lowest compared OMol25 entry of this formula, charge and spin): 0.523 eV

CARTESIAN COORDINATES (ANGSTROEM)
C: 0.747 -1.124 0.866
N: 0.204 -0.139 -0.093
C: 1.001 1.049 -0.239
Si: -1.288 -0.141 -0.882
Br: -2.382 -1.922 -0.120
Br: -3.012 1.646 0.350
H: 0.104 -0.914 1.846
H: 0.563 -2.163 0.526
H: 1.954 -1.064 0.849
H: 0.989 1.633 0.663
H: 2.003 0.833 -0.598
H: 0.573 1.849 -0.901
H: -1.457 0.457 -2.268

Löwdin population analysis, charges in e, atoms 1 to 2: -0.15 -0.45

***

# 16
ORCA calculation (ωB97M-V/def2-TZVPD) on an isolated ion of composition C2H7BrN4 and charge +2 in a non-equilibrium geometry.

Summary:
Orbital gap (alpha / beta): 0.2762 / 0.2761 Ha
Charge: +2
LUMO level (alpha / beta): -0.4249 / -0.4250 Eh
SMILES string: [H]/N=[N+](/C=[NH+]/C)NBr
Relative energy (zero: lowest compared OMol25 entry of this formula, charge and spin): 7.158 eV

CARTESIAN COORDINATES (ANGSTROEM)
H: 0.869 2.752 -0.027
N: 0.334 1.998 0.107
N: 0.914 0.948 0.044
C: 0.167 -0.270 0.007
N: -1.073 -0.375 0.235
C: -1.890 -1.463 -0.020
N: 2.214 0.946 -0.103
Br: 3.357 -0.548 0.026
H: 0.740 -1.083 -0.365
H: -1.620 0.370 0.680
H: -2.379 -1.883 0.786
H: -2.828 -1.048 -0.482
H: -1.438 -2.278 -0.545
H: 2.633 1.935 -0.345

Löwdin population analysis, charges in e, atoms 1 to 2: 0.09 0.32

***

# 17
ORCA calculation (ωB97M-V/def2-TZVPD) on a 2-piece molecular cluster, C2H7ClN2O overall in a non-equilibrium geometry.

Summary:
Orbital gap (alpha / beta): 0.3405 / 0.3372 Ha
Charge: 0
LUMO level (alpha / beta): -0.0048 / 0.0076 Eh
Relative energy (zero: lowest compared OMol25 entry of this formula, charge and spin): 3.897 eV

CARTESIAN COORDINATES (ANGSTROEM)
C: 0.037 -0.277 1.563
C: 0.093 0.194 -1.964
N: -1.056 -0.942 0.923
N: 0.304 -1.818 -1.033
O: 0.948 -0.678 -1.283
Cl: 1.296 -2.889 -0.181
H: 0.784 -0.122 0.702
H: -0.444 0.706 1.669
H: 0.547 -0.804 2.469
H: -0.084 -0.219 -3.019
H: 0.488 1.386 -1.958
H: -0.964 0.019 -1.559
H: -1.038 -1.910 1.178

Löwdin population analysis, charges in e, atoms 1 to 2: -0.25 -0.14

***

# 18
ORCA calculation (ωB97M-V/def2-TZVPD) on an isolated ion of composition C2H7ClN2O2P and charge -1 in a non-equilibrium geometry.

Summary:
Orbital gap (alpha / beta): 0.1429 / 0.2424 Ha
Spin multiplicity: 3
Charge: -1
LUMO level (alpha / beta): 0.1415 / 0.0600 Eh
<S²>: 2.009

CARTESIAN COORDINATES (ANGSTROEM)
C: -1.078 0.937 -0.619
C: -1.347 -0.902 0.892
N: 0.727 -0.761 -0.372
N: -0.526 0.021 0.305
O: 2.077 0.434 1.612
O: 2.030 1.402 -0.902
P: 2.000 0.296 0.122
Cl: 3.513 -1.043 -0.370
H: -0.209 1.193 -1.214
H: -1.689 0.665 -1.419
H: -1.575 1.782 0.007
H: -1.856 -1.477 0.217
H: -0.619 -1.439 1.503
H: -1.999 -0.364 1.635
H: 0.552 -0.744 -1.399

Löwdin population analysis, charges in e, atoms 1 to 2: -0.14 -0.16

***

# 19
ORCA calculation (ωB97M-V/def2-TZVPD) on a 2-piece molecular cluster, C2H7ClNO2P overall in a non-equilibrium geometry.

Summary:
Orbital gap (alpha / beta): 0.3173 / 0.3074 Ha
Charge: 0
LUMO level (alpha / beta): -0.0260 / -0.0735 Eh
Relative energy (zero: lowest compared OMol25 entry of this formula, charge and spin): 3.667 eV

CARTESIAN COORDINATES (ANGSTROEM)
C: 0.712 -1.317 -1.715
C: -1.030 -0.354 1.510
N: 1.279 -0.022 -1.525
O: -0.368 3.272 0.250
O: -1.091 0.827 0.852
P: 0.114 1.940 0.519
Cl: 1.186 1.843 2.257
H: -0.331 -1.352 -1.347
H: 0.678 -1.569 -2.771
H: 1.285 -2.063 -1.153
H: -1.437 -0.183 2.522
H: -0.028 -0.722 1.592
H: -1.676 -1.005 0.972
H: 0.707 0.706 -1.963

Löwdin population analysis, charges in e, atoms 1 to 2: -0.23 -0.22

***

# 20
ORCA calculation (ωB97M-V/def2-TZVPD) on a 2-piece molecular cluster, C2H7ClNOPS overall in a non-equilibrium geometry.

Summary:
Orbital gap: 0.2839 Ha
Charge: 0
LUMO level: -0.0194 Eh
Relative energy (zero: lowest compared OMol25 entry of this formula, charge and spin): 2.297 eV

CARTESIAN COORDINATES (ANGSTROEM)
C: 1.722 -0.776 -1.059
C: 0.798 0.736 0.535
N: 0.758 -0.019 -0.675
O: -1.695 -0.347 2.008
P: -1.207 -0.382 -1.183
S: -2.183 1.184 -0.759
Cl: -0.430 -0.125 -3.187
H: 1.545 -1.365 -1.910
H: 2.539 -0.890 -0.372
H: -1.911 -1.230 1.706
H: 1.737 1.442 0.447
H: -0.042 1.347 0.415
H: 0.821 0.348 1.557
H: -2.451 0.079 2.478

Löwdin population analysis, charges in e, atoms 1 to 2: 0.01 -0.17